Formula: C85H224N16O25
Source: OMol25
Level of theory: ωB97M-V/def2-TZVPD

Calculated values
Gap between HOMO and LUMO = 8.800 eV
Maximum force = 3.4 eV/A
DFT total energy = -6129.4233 Eh

Geometry (Å):
1 C 2.3157 -4.0417 -3.8151
2 C 3.5749 -4.8112 -4.1102
3 C 3.8058 -6.1385 -3.3303
4 O 3.4979 -5.2595 -5.3980
5 H 2.2213 -3.7184 -2.7784
6 H 1.4913 -4.7507 -3.8903
7 H 2.0951 -3.2645 -4.5468
8 H 4.4367 -4.1565 -3.9805
9 H 2.9978 -6.8684 -3.2806
10 H 3.9571 -5.8894 -2.2800
11 H 4.7007 -6.6461 -3.6901
12 H 2.6217 -5.6247 -5.5409
13 C -1.3849 -3.6603 2.3999
14 C -0.9607 -4.0855 3.8152
15 C -1.2004 -5.6401 4.0143
16 O 0.4188 -3.8090 3.8846
17 H -0.9916 -2.7074 2.0457
18 H -2.4674 -3.6980 2.2785
19 H -1.0191 -4.3828 1.6703
20 H -1.4504 -3.4706 4.5703
21 H -1.2458 -6.0502 5.0232
22 H -0.3933 -6.2189 3.5653
23 H -2.1130 -6.0018 3.5405
24 H 0.5118 -2.8565 3.8085
25 C -2.8173 -1.0737 -7.7530
26 C -2.8426 -2.0246 -8.9604
27 C -3.8608 -3.1441 -8.8918
28 O -3.0931 -1.2581 -10.1367
29 H -2.7190 -1.6691 -6.8453
30 H -3.7453 -0.5579 -7.5061
31 H -2.0721 -0.2943 -7.9123
32 H -1.8701 -2.5068 -9.0597
33 H -3.6809 -3.8636 -8.0929
34 H -3.9608 -3.5321 -9.9055
35 H -4.8189 -2.6912 -8.6367
36 H -2.7082 -1.6521 -10.9229
37 C 1.2866 -4.4557 8.3717
38 O 0.2918 -3.4511 8.1465
39 C -0.9357 -3.9393 7.5868
40 C -1.8999 -2.7805 7.4534
41 N -2.4961 -2.2808 8.6773
42 C -3.2705 -3.2853 9.4537
43 C -3.7337 -2.6408 10.8058
44 O -4.5910 -1.5391 10.5137
45 C -5.3285 -1.0951 11.6475
46 H 1.5642 -5.1086 7.5443
47 H 1.0141 -5.2446 9.0728
48 H 2.1693 -3.9384 8.7477
49 H -1.3675 -4.7563 8.1648
50 H -0.7096 -4.3802 6.6159
51 H -2.7337 -3.1058 6.8312
52 H -1.3262 -2.0149 6.9311
53 H -1.6946 -1.8806 9.1436
54 H -2.7308 -4.1918 9.7275
55 H -4.1754 -3.5668 8.9151
56 H -2.8192 -2.3316 11.3119
57 H -4.2421 -3.4007 11.3993
58 H -4.6568 -0.8371 12.4662
59 H -6.0437 -1.8799 11.8939
60 H -5.8801 -0.1821 11.4231
61 C 1.2517 -0.6300 -3.6083
62 O 1.5622 -1.0290 -2.2596
63 C 0.5665 -1.9145 -1.6532
64 C -0.6483 -1.1882 -1.0182
65 N -0.1345 -0.3180 0.0413
66 C -0.9065 0.8981 0.1471
67 C -0.2522 1.9311 1.1945
68 O -0.1905 1.3941 2.5421
69 C 0.3976 2.2298 3.5146
70 H 1.9345 0.1941 -3.8149
71 H 0.2138 -0.3020 -3.5502
72 H 1.2910 -1.4541 -4.3206
73 H 0.9661 -2.5307 -0.8477
74 H 0.1519 -2.6680 -2.3228
75 H -1.3530 -1.9164 -0.6167
76 H -1.1738 -0.6993 -1.8386
77 H 0.8382 -0.0684 -0.0661
78 H -1.8916 0.6479 0.5408
79 H -0.9095 1.4239 -0.8077
80 H -0.8407 2.8484 1.2160
81 H 0.7451 2.2042 0.8497
82 H 0.1477 1.8216 4.4939
83 H 0.1956 3.2978 3.4339
84 H 1.4754 2.2399 3.3521
85 C -1.4897 1.7194 -4.8134
86 O -2.2172 0.5924 -4.3841
87 C -3.4599 0.8635 -3.7639
88 C -4.2935 -0.4067 -3.9354
89 N -5.5273 -0.3430 -3.1589
90 C -5.3607 -0.5991 -1.7289
91 C -6.5977 -1.2284 -1.0250
92 O -7.7790 -0.4488 -1.0166
93 C -8.8657 -1.0431 -0.2783
94 H -1.3274 2.5196 -4.0912
95 H -2.0210 2.2661 -5.5925
96 H -0.5362 1.4006 -5.2345
97 H -4.0336 1.6444 -4.2630
98 H -3.3947 1.1840 -2.7241
99 H -3.7347 -1.3176 -3.7211
100 H -4.5905 -0.5299 -4.9769
101 H -5.8795 0.5977 -3.2649
102 H -5.1657 0.3692 -1.2679
103 H -4.4876 -1.2349 -1.5819
104 H -6.3202 -1.3970 0.0155
105 H -6.7378 -2.2041 -1.4903
106 H -8.6079 -1.9622 0.2479
107 H -9.5850 -1.4338 -0.9980
108 H -9.3164 -0.3265 0.4083
109 C 0.5222 7.1674 -4.5858
110 O 1.0790 6.1254 -3.7907
111 C 0.1306 5.0920 -3.6372
112 C 0.6097 4.0020 -2.6580
113 N 1.4683 2.9478 -3.2273
114 C 2.6381 3.5400 -3.9014
115 C 3.5571 2.5542 -4.5652
116 O 4.1016 1.5696 -3.6896
117 C 4.6310 0.3900 -4.3961
118 H 0.1937 6.6639 -5.4950
119 H 1.3669 7.7681 -4.9229
120 H -0.3204 7.6937 -4.1372
121 H -0.0459 4.6634 -4.6237
122 H -0.7864 5.5781 -3.3040
123 H -0.2905 3.5667 -2.2241
124 H 1.1405 4.4580 -1.8223
125 H 1.8133 2.4871 -2.3974
126 H 3.3274 4.1464 -3.3137
127 H 2.3002 4.2165 -4.6864
128 H 4.4270 3.0471 -4.9993
129 H 3.0697 2.1871 -5.4684
130 H 3.8712 -0.0318 -5.0540
131 H 4.9741 -0.3204 -3.6439
132 H 5.3942 0.8030 -5.0558
133 C -7.6848 7.3136 3.9194
134 O -6.3140 7.2560 4.3724
135 C -5.4770 7.8357 3.4404
136 C -4.0466 7.7734 3.9625
137 N -3.5189 6.4383 4.0036
138 C -2.3248 6.4777 4.8107
139 C -1.7087 5.0894 5.0150
140 O -2.5231 4.2702 5.8861
141 C -2.1124 2.9619 6.0285
142 H -8.2649 6.7556 4.6543
143 H -7.7894 6.8529 2.9371
144 H -8.0180 8.3491 3.9894
145 H -5.7666 8.8816 3.3387
146 H -5.4061 7.3221 2.4817
147 H -4.0316 8.3577 4.8825
148 H -3.3440 8.3461 3.3572
149 H -4.2865 5.9050 4.3864
150 H -2.6501 6.8630 5.7771
151 H -1.6560 7.2226 4.3795
152 H -0.7479 5.1204 5.5288
153 H -1.6182 4.6324 4.0295
154 H -2.2696 2.3478 5.1418
155 H -2.6591 2.5545 6.8789
156 H -1.0868 2.8178 6.3685
157 C 7.0826 -4.4169 -2.2225
158 O 6.4461 -5.1044 -1.1147
159 C 6.4531 -4.3483 0.1098
160 C 5.9053 -5.2239 1.2015
161 N 4.4694 -5.5205 1.2368
162 C 3.5462 -4.4518 1.2345
163 C 2.1419 -4.9047 0.8996
164 O 2.0990 -5.3394 -0.4755
165 C 0.8627 -5.8398 -0.7867
166 H 6.9401 -5.1301 -3.0343
167 H 8.1560 -4.2288 -2.1989
168 H 6.5294 -3.5040 -2.4433
169 H 5.8076 -3.5000 -0.1178
170 H 7.3910 -3.8783 0.4055
171 H 6.1964 -4.8191 2.1707
172 H 6.4130 -6.1880 1.1734
173 H 4.2788 -6.1398 0.4621
174 H 3.9512 -3.7853 0.4730
175 H 3.4574 -3.9094 2.1757
176 H 1.4011 -4.1093 0.9810
177 H 1.9106 -5.7746 1.5144
178 H 0.8396 -6.9189 -0.6346
179 H 0.5977 -5.7105 -1.8360
180 H 0.0186 -5.3855 -0.2678
181 C -3.1591 4.0674 -2.0048
182 C -4.5632 3.8850 -1.4514
183 C -4.5027 4.0089 0.1329
184 O -3.7828 3.0238 0.7252
185 C -3.3347 3.4124 2.0201
186 N -5.5059 4.8337 -1.9809
187 H -3.2207 3.9078 -3.0813
188 H -2.6104 3.2220 -1.5896
189 H -2.8647 5.0808 -1.7320
190 H -4.8811 2.8656 -1.6701
191 H -5.4551 4.0027 0.6630
192 H -4.0192 4.9605 0.3539
193 H -2.7221 2.6509 2.5026
194 H -4.0900 3.7845 2.7123
195 H -2.6457 4.2570 2.0142
196 H -5.3768 5.7463 -1.5678
197 H -6.4211 4.6937 -1.5774
198 C 2.7647 5.0830 5.0368
199 C 3.1356 5.2315 6.5046
200 C 2.7889 3.9479 7.3064
201 O 1.3674 3.7952 7.6356
202 C 1.1656 2.7290 8.5814
203 N 4.5194 5.5319 6.7244
204 H 1.7417 4.8140 4.7738
205 H 3.3982 4.3769 4.4999
206 H 2.9507 6.0293 4.5288
207 H 2.4973 6.0420 6.8565
208 H 3.3935 3.9722 8.2130
209 H 3.2423 3.0402 6.9080
210 H 1.8075 1.8536 8.4828
211 H 0.1193 2.4745 8.4124
212 H 1.2476 3.1829 9.5690
213 H 4.8080 6.1924 6.0170
214 H 4.9962 4.6684 6.5074
215 C -6.9092 1.3958 2.0746
216 C -6.2616 0.2322 2.8301
217 C -4.7664 0.3106 2.9282
218 O -4.1982 -0.8149 3.5820
219 C -2.7863 -0.7890 3.6043
220 N -6.8709 0.2220 4.1996
221 H -6.5622 2.3556 2.4573
222 H -7.9992 1.3892 2.0723
223 H -6.6023 1.3334 1.0306
224 H -6.3745 -0.7442 2.3590
225 H -4.4220 1.2275 3.4065
226 H -4.3390 0.3519 1.9263
227 H -2.2362 -0.8651 2.6664
228 H -2.3656 -1.6059 4.1907
229 H -2.3778 0.0800 4.1201
230 H -6.6439 1.1573 4.5057
231 H -6.3599 -0.4253 4.7828
232 C 4.1091 -0.6033 -0.1270
233 C 3.1847 0.5300 0.2449
234 C 3.7144 1.5611 1.2499
235 O 3.9737 0.8787 2.5170
236 C 4.6959 1.6474 3.4302
237 N 2.7929 1.1093 -1.0323
238 H 4.9974 -0.1830 -0.5984
239 H 3.5754 -1.3591 -0.7033
240 H 4.4736 -1.1054 0.7692
241 H 2.2967 0.0928 0.7015
242 H 2.8957 2.2669 1.3897
243 H 4.6701 1.9069 0.8560
244 H 5.3973 2.2579 2.8615
245 H 5.2424 1.1050 4.2017
246 H 4.0087 2.2778 3.9945
247 H 3.5394 1.4614 -1.6144
248 H 2.4109 0.3654 -1.5987
249 C -2.0696 -3.3559 -4.3819
250 C -1.8283 -4.6058 -3.4998
251 C -2.8089 -4.7643 -2.2940
252 O -2.6850 -3.6026 -1.4614
253 C -3.7638 -3.7323 -0.4967
254 N -1.8957 -5.8139 -4.3452
255 H -1.3267 -3.3811 -5.1791
256 H -1.8999 -2.4448 -3.8081
257 H -3.0495 -3.3644 -4.8592
258 H -0.8522 -4.6029 -3.0146
259 H -2.6070 -5.6729 -1.7267
260 H -3.7490 -4.6711 -2.8377
261 H -4.7274 -3.5846 -0.9842
262 H -3.6581 -2.9078 0.2084
263 H -3.7847 -4.6616 0.0725
264 H -2.8284 -5.9085 -4.7209
265 H -1.8239 -6.6198 -3.7407
266 C 0.9493 -4.7919 -7.4380
267 C 0.4258 -6.1880 -7.1189
268 C 1.1048 -7.2881 -7.9419
269 O 0.5898 -8.5365 -7.5511
270 C 0.8729 -9.5931 -8.4124
271 N 0.7275 -6.4326 -5.6914
272 H 0.5859 -4.5218 -8.4295
273 H 2.0296 -4.6540 -7.4836
274 H 0.4859 -4.1143 -6.7210
275 H -0.6193 -6.2386 -7.4246
276 H 2.1777 -7.2814 -7.7494
277 H 0.9517 -7.1439 -9.0115
278 H 0.5524 -10.5325 -7.9618
279 H 1.9548 -9.6177 -8.5427
280 H 0.3502 -9.5584 -9.3683
281 H -0.0493 -6.0242 -5.1916
282 H 0.4265 -7.3893 -5.5717
283 C -0.7180 7.0375 -0.7296
284 C -1.3333 6.4639 0.5366
285 C -0.2397 6.1988 1.5774
286 O 0.5215 5.0649 1.0955
287 C 1.9547 5.3016 0.9683
288 N -2.2894 7.3869 1.1065
289 H -1.4721 6.9144 -1.5069
290 H 0.1443 6.4276 -0.9992
291 H -0.3850 8.0713 -0.6373
292 H -1.8662 5.5194 0.4271
293 H -0.6908 5.9614 2.5409
294 H 0.3257 7.1201 1.7174
295 H 2.3079 5.5002 1.9802
296 H 2.0971 6.1555 0.3061
297 H 2.4591 4.3843 0.6647
298 H -2.7437 6.9060 1.8697
299 H -1.8502 8.1377 1.6198
300 C 1.1377 -1.2978 5.8018
301 C 1.7765 -0.9261 4.4340
302 C 3.0408 -1.7695 4.0021
303 O 4.1428 -1.5364 4.9293
304 C 5.2755 -2.2616 4.5279
305 N 0.7301 -1.0806 3.4027
306 H 0.1370 -0.8763 5.8967
307 H 1.7579 -0.9558 6.6303
308 H 1.1349 -2.3722 5.9858
309 H 2.0989 0.1151 4.4406
310 H 3.3194 -1.6270 2.9580
311 H 2.7755 -2.8267 4.0028
312 H 5.0696 -3.3316 4.4974
313 H 6.0465 -2.0901 5.2791
314 H 5.7007 -1.9248 3.5825
315 H 0.1683 -0.2455 3.3184
316 H 1.2104 -1.0289 2.5157
317 C 7.3031 2.3545 -0.1257
318 C 6.4042 2.7341 -1.3056
319 C 6.7033 4.1426 -1.7863
320 O 6.3468 5.1295 -0.8067
321 C 4.9505 5.2056 -0.4690
322 N 6.5764 1.7697 -2.4283
323 H 7.2090 3.0501 0.7082
324 H 8.3461 2.3236 -0.4410
325 H 7.0423 1.3755 0.2762
326 H 5.3396 2.7637 -1.0735
327 H 6.2392 4.3550 -2.7494
328 H 7.7721 4.2605 -1.9650
329 H 4.6654 4.3453 0.1366
330 H 4.3191 5.2563 -1.3561
331 H 4.7512 6.1354 0.0637
332 H 5.8117 1.9482 -3.0635
333 H 7.4642 1.9656 -2.8682
334 C 4.9482 -1.2934 -8.7429
335 C 4.1514 -1.9738 -7.6087
336 C 2.6006 -1.5904 -7.5927
337 O 2.4742 -0.2054 -7.1981
338 C 1.1821 0.3399 -7.3472
339 N 4.5210 -3.3714 -7.7282
340 H 6.0078 -1.5029 -8.5965
341 H 4.8875 -0.2080 -8.8218
342 H 4.6647 -1.6920 -9.7170
343 H 4.5551 -1.5123 -6.7076
344 H 2.1315 -2.1281 -6.7687
345 H 2.0993 -1.9670 -8.4844
346 H 1.1090 1.3073 -6.8503
347 H 0.5307 -0.4364 -6.9458
348 H 0.9123 0.4891 -8.3927
349 H 5.5095 -3.5786 -7.7182
350 H 4.0854 -3.8134 -6.9313

Atom charges from the Löwdin analysis, given in e for atoms 1 to 4: atom 1 (C): -0.04, atom 2 (C): -0.48, atom 3 (C): -0.03, atom 4 (O): -0.08